Entry 1:
Here is one molecule with the formula C4H8O2 from OMol25. Energies are from ωB97M-V/def2-TZVPD.

As for the energy relative to the best compared isomer or geometry (same formula, charge and spin): 383.0 kJ/mol. As for the spin multiplicity: 1. Its HOMO-LUMO gap is 0.3454 Eh. Its HOMO energy is -0.3156 Eh.

Each line ends with the Löwdin charge.
Atoms and positions in Å:
O -1.410 0.833 -0.194  -0.17
C 1.418 -0.106 -0.480  -0.27
H -2.963 1.355 -1.132  0.01
O 2.032 0.440 0.672  -0.07
H -1.615 -0.680 1.115  0.10
C 0.224 -0.915 -0.007  -0.16
H -0.326 0.497 1.559  0.13
H 2.111 -0.756 -1.038  0.12
H -0.281 -1.368 -0.868  0.12
H 2.668 1.108 0.394  0.09
H 1.072 0.685 -1.161  0.12
C -2.705 0.711 -0.259  0.06
C -0.787 -0.077 0.749  -0.20
H 0.561 -1.726 0.649  0.13

***

Entry 2:
Here is one molecule with the formula C5H12N4O at a distorted geometry from OMol25. Energies are from ωB97M-V/def2-TZVPD.

The SMILES is CC(C)(C(N)=O)/C(N)=N\N. As for the energy relative to the best compared isomer or geometry (same formula, charge and spin): 38.3 kJ/mol. As for the spin multiplicity: 1. Its HOMO-LUMO gap is 0.3271 Eh. Its HOMO energy is -0.2954 Eh.

Each line ends with the Löwdin charge.
Atoms and positions in Å:
C 0.493 -1.342 1.263  -0.02
H 2.004 1.296 0.673  0.09
H -0.630 -1.840 -1.468  0.09
N -1.044 1.516 0.922  -0.02
O 2.486 -0.817 -0.655  0.06
H -2.552 0.175 0.971  0.06
N 1.139 1.771 0.457  0.11
H -1.729 -1.578 -0.108  0.08
H 1.428 -1.009 1.709  0.09
C 1.402 -0.347 -0.930  -0.53
H -2.919 1.782 1.275  0.08
H -0.292 -1.252 2.014  0.09
H 0.606 -2.385 0.976  0.09
H 1.018 2.599 1.023  0.10
H 1.902 0.321 -2.774  0.12
C -1.008 -1.097 -0.767  -0.05
H -1.529 -0.338 -1.346  0.08
C -0.002 0.967 0.415  -0.39
N 1.129 0.195 -2.139  0.18
H 0.297 0.743 -2.277  0.11
C 0.152 -0.501 0.036  -0.40
N -2.352 1.141 0.728  -0.01

***

Entry 3:
Here is one molecule with the formula C9H11NO2 at a distorted geometry from OMol25. Energies are from ωB97M-V/def2-TZVPD.

The SMILES is N[C@@H](Cc1ccccc1)C(=O)O. As for the energy relative to the best compared isomer or geometry (same formula, charge and spin): 54.6 kJ/mol. As for the spin multiplicity: 1. Its HOMO-LUMO gap is 0.3755 Eh. Its HOMO energy is -0.3489 Eh.

Each line ends with the Löwdin charge.
Atoms and positions in Å:
C -0.515 -0.013 1.246  -0.13
H 3.594 0.524 -0.898  0.11
C 2.702 -0.158 -0.790  -0.06
H -0.072 0.211 2.255  0.15
H -1.206 -0.835 1.401  0.12
C 2.500 -1.368 -1.485  -0.10
C 1.356 -2.111 -1.230  -0.09
H 1.230 -2.992 -1.865  0.11
H -2.706 1.083 2.064  0.09
H 3.226 -1.703 -2.223  0.10
H 1.801 1.177 0.731  0.11
C 0.406 -1.729 -0.270  -0.03
N -2.057 1.832 1.806  0.05
C -1.252 1.264 0.758  -0.31
O -1.550 0.692 -1.599  0.11
O -3.391 0.634 -0.326  0.09
H -2.596 2.583 1.427  0.07
H -0.502 2.039 0.427  0.16
H -0.556 0.636 -1.515  0.13
C -2.185 0.826 -0.438  -0.47
C 1.711 0.247 0.177  -0.04
C 0.547 -0.496 0.377  -0.30
H -0.485 -2.341 -0.030  0.13

***

Entry 4:
Here is C22H24BN7Os as an isolated structure at a distorted geometry from OMol25. Energies are from ωB97M-V/def2-TZVPD.

As for the energy relative to the best compared isomer or geometry (same formula, charge and spin): 21.1 kJ/mol. As for the spin multiplicity: 5. Its HOMO-LUMO gap (alpha / beta) is 0.2418 / 0.0785 Eh. As for the total charge: +2. Its HOMO energy (alpha / beta) is -0.5184 / -0.4665 Eh. As for the expectation value of S²: 6.04.

Each line ends with the Löwdin charge.
Atoms and positions in Å:
H 1.894 -3.452 3.734  0.14
C -0.415 3.361 3.981  0.00
N 0.653 1.742 -1.455  -0.12
C -3.096 -0.371 -4.155  -0.05
H 2.148 1.087 3.920  0.13
H 3.591 -0.088 0.362  0.11
C -0.567 1.995 2.012  0.00
H -3.689 -3.535 1.675  0.03
C 1.092 -2.058 -1.302  -0.12
H 0.822 -1.545 -4.566  0.15
C 1.250 1.650 3.633  0.02
H -0.553 0.533 -4.563  0.13
N 0.506 -0.804 -1.413  -0.16
H -0.258 3.015 -4.313  0.16
H 1.102 -2.562 -0.353  0.12
C 0.753 2.698 4.409  -0.02
H 4.738 -2.267 0.660  0.13
C -4.214 -0.006 -2.246  -0.12
H 1.202 3.369 -0.214  0.11
C 0.631 3.786 -2.373  -0.02
C 0.084 2.901 -3.275  -0.01
C 0.889 3.068 -1.211  -0.11
C -1.086 3.032 2.788  -0.01
H -2.305 -2.477 1.336  0.00
H 1.213 2.940 5.379  0.14
Os 1.742 0.254 -0.333  1.58
C 3.825 -2.104 1.237  -0.01
H -0.859 4.109 4.632  0.13
C -2.933 -2.890 2.137  -0.04
C 3.397 -2.973 2.228  -0.02
B -0.690 0.464 -3.364  -0.48
C 1.962 -0.661 1.801  -0.37
H -2.796 -0.609 -5.175  0.13
C 0.606 1.315 2.406  -0.24
N 0.183 -0.656 -2.777  0.01
H -2.040 3.491 2.470  0.14
H -5.002 0.084 -1.481  0.12
N -0.039 1.700 -2.675  0.01
H 0.809 4.848 -2.534  0.12
H -2.300 -3.522 2.770  0.02
C 2.245 -2.728 2.997  0.00
H -1.018 1.668 1.072  0.12
H 0.690 -1.253 3.439  0.14
C 1.378 -2.516 -2.597  -0.01
C 3.064 -0.920 0.948  -0.21
H -5.160 -1.143 -3.896  0.10
N 1.238 0.480 1.486  -0.11
N -2.959 0.492 -2.089  0.06
N -2.255 0.195 -3.231  -0.06
C -4.329 -0.571 -3.536  -0.04
C 0.839 -1.585 -3.483  0.01
H -3.374 -2.141 2.687  -0.02
H 3.986 -3.863 2.438  0.13
C 1.559 -1.535 2.834  0.02
H 1.846 -3.439 -2.864  0.11

***

Entry 5:
Here is a 2-piece molecular cluster, C2H2Br2ClNO overall at a distorted geometry from OMol25. Energies are from ωB97M-V/def2-TZVPD.

The SMILES is Cl/N=C\Br.O=CBr. As for the energy relative to the best compared isomer or geometry (same formula, charge and spin): 129.2 kJ/mol. As for the spin multiplicity: 1. Its HOMO-LUMO gap is 0.3936 Eh. Its HOMO energy is -0.3769 Eh.

Each line ends with the Löwdin charge.
Atoms and positions in Å:
Br 2.191 -1.435 0.489  0.69
Br -2.321 -1.172 0.780  0.61
Cl 1.660 1.100 -1.291  0.56
O -0.850 0.262 -1.115  -0.09
C -1.904 -0.158 -0.842  -0.66
N 1.207 1.182 0.392  -0.39
H -2.781 -0.128 -1.508  0.08
C 1.436 0.173 1.033  -0.83
H 1.361 0.176 2.061  0.03

***

no.,calculated total energy (eV)
1,-8369.312
2,-13387.039
3,-15096.619
4,-36756.329
5,-158249.164